Molecular formula: C12H33FN15O7
Method: DFT, the ωB97M-V functional and the def2-TZVPD basis

```
68
Properties=species:S:1:pos:R:3:lowdin_charge:R:1
F 5.0382 2.9668 1.8088 0.084
C 3.6914 2.7700 1.8868 -0.199
C 2.8427 3.9272 2.1171 0.066
C 1.3641 3.7180 2.2245 0.059
C 0.8993 2.3122 2.1044 0.020
C 1.8754 1.2618 1.8683 0.010
N 3.2391 1.4729 1.7707 0.167
H 3.2626 4.9515 2.2276 0.132
H 0.6640 4.5759 2.3910 0.135
H -0.1881 2.0928 2.2015 0.127
H 1.4925 0.2106 1.7795 0.124
H 3.9007 0.7001 1.6208 0.197
C -1.1322 -0.8308 0.0660 -0.679
O -0.3518 -0.7877 1.0218 -0.038
N -2.4611 -0.6719 0.2040 0.159
N -0.7140 -1.0441 -1.2078 0.163
H -3.1104 -0.7070 -0.5608 0.072
H -2.8097 -0.5136 1.1334 0.114
H 0.2721 -1.1692 -1.3535 0.100
H -1.3330 -1.0846 -1.9971 0.100
C -1.0486 3.1839 5.7378 -0.699
O -1.6229 3.5231 4.7134 0.006
N -0.5368 1.9338 5.9128 0.149
N -0.8725 4.0251 6.7901 0.154
H -0.0633 1.6357 6.7456 0.097
H -0.6495 1.2819 5.1562 0.099
H -1.2384 4.9572 6.6982 0.110
H -0.4054 3.7672 7.6397 0.098
C 8.7347 0.9618 2.0760 -0.690
O 9.5644 0.1662 2.4773 0.034
N 8.9881 1.8515 1.0834 0.157
N 7.4695 1.0233 2.5979 0.135
H 8.3219 2.5146 0.7380 0.049
H 9.9077 1.8335 0.6776 0.110
H 7.2483 0.3776 3.3359 0.099
H 6.7674 1.6670 2.2869 0.044
C -4.7151 -3.2027 -1.0519 -0.660
O -3.7818 -2.4077 -1.1149 -0.013
N -5.9906 -2.8612 -1.3705 0.165
N -4.5532 -4.4884 -0.6591 0.173
H -6.7678 -3.4975 -1.3249 0.106
H -6.1526 -1.9111 -1.6681 0.101
H -3.6225 -4.7800 -0.4150 0.110
H -5.3055 -5.1549 -0.6013 0.087
C 8.1876 4.7685 -1.1293 -0.668
O 9.0050 3.9615 -0.7148 0.027
N 8.4701 5.6466 -2.1248 0.161
N 6.9206 4.8595 -0.6297 0.150
H 7.8151 6.3176 -2.4808 0.099
H 9.3947 5.6105 -2.5190 0.114
H 6.6722 4.2273 0.1093 0.075
H 6.2374 5.5162 -0.9584 0.095
C -6.3670 -1.2783 -4.8784 -0.691
O -7.0385 -0.7221 -4.0244 0.022
N -6.0859 -0.7057 -6.0796 0.151
N -5.8424 -2.5213 -4.6975 0.151
H -5.5364 -1.1464 -6.7935 0.094
H -6.4577 0.2131 -6.2474 0.108
H -6.0331 -2.9721 -3.8175 0.065
H -5.2867 -3.0004 -5.3815 0.094
C -6.5227 -7.1950 -2.7743 -0.692
O -7.1111 -6.6756 -1.8369 0.009
N -6.1487 -6.4988 -3.8826 0.154
N -6.1900 -8.5119 -2.7930 0.155
H -5.6655 -6.9065 -4.6614 0.097
H -6.3774 -5.5207 -3.9083 0.087
H -6.4496 -9.0619 -1.9922 0.110
H -5.7073 -8.9554 -3.5522 0.098
```

Output
- Calculated total energy: -1924.9652 a.u.
- Maximum force: 3.6 eV/A
- Highest occupied orbital energy: -11.23 eV
- Net charge: +1